This record from OMol25 describes a single C5H8O2 molecule in a non-equilibrium geometry. The level of theory is wB97M-V/def2-TZVPD.

Calculated values
* energy: -345.657328 hartree
* Kohn-Sham gap: 9.45 eV
* E_HOMO: -8.82 eV
* lowest unoccupied orbital energy: 0.6 eV
* energy above the lowest of the compared OMol25 structures with the same formula, charge and spin: 4.017 eV

Structure (XYZ):
```
15
Properties=species:S:1:pos:R:3:mulliken_charge:R:1
O 1.520 -0.572 -1.705 -0.61
O -1.130 1.428 -0.011 -0.51
C -0.928 -0.788 0.064 -0.59
C 0.171 -1.798 -0.058 -0.48
C 0.298 1.670 -0.116 -0.49
C 1.087 -0.702 -0.578 0.50
C 0.764 0.353 0.382 -0.22
H 0.634 1.842 -1.147 0.31
H -1.544 -0.691 -0.857 0.22
H 0.012 -2.608 -0.757 0.32
H 0.431 -2.114 0.950 0.26
H -1.667 1.805 -0.704 0.29
H 0.515 2.542 0.508 0.27
H 0.968 0.223 1.445 0.39
H -1.608 -0.776 0.922 0.35
```